Below is a structure of composition C27H31FGeIrN5O5S4 in a non-equilibrium geometry, with properties calculated with the ωB97M-V functional and the def2-TZVPD basis.

Geometry as ORCA input:
```
! wB97M-V def2-TZVPD RIJCOSX def2/J DEFGRID3
* xyz 0 5
Ir 0.17361 -0.04595 -0.48280
F -0.60028 -5.81415 2.57255
C -0.48898 -4.95536 1.56228
C -1.55053 -4.32729 1.06613
N -1.44543 -3.44038 0.00661
C -2.64032 -2.80802 -0.56505
C -2.92032 -1.40898 -0.04406
O -4.06253 -1.13138 0.29166
O -1.93780 -0.56698 -0.05737
C -0.23781 -3.10253 -0.50105
O -0.13377 -2.26192 -1.41005
N 0.83549 -3.76645 0.00818
C 0.84562 -4.72538 1.02967
O 1.86603 -5.25012 1.39817
H -2.54133 -4.49567 1.46231
H -3.49731 -3.43945 -0.35999
H -2.49173 -2.73339 -1.63986
H 1.73961 -3.46699 -0.32911
C 1.44969 0.17242 -3.89644
Ge 2.58030 0.79108 -2.42288
C 4.42384 0.71758 -3.07034
C 2.42062 2.52926 -1.54032
C 2.18567 -0.51267 -1.00582
H 1.25396 0.92601 -4.65737
H 0.49393 -0.18817 -3.51175
H 1.97078 -0.67099 -4.35903
H 4.53676 1.44903 -3.87560
H 4.66150 -0.27199 -3.46447
H 5.12962 0.96345 -2.27526
H 2.29277 3.36200 -2.22921
H 3.33812 2.67581 -0.96345
H 1.58346 2.53726 -0.83926
H 2.75134 -0.38370 -0.08860
H 2.26908 -1.53446 -1.37560
O 0.44531 -0.79668 1.42592
C 0.60328 0.01437 2.59118
C 1.16689 -0.90134 3.67642
C 1.33524 -2.24544 3.61616
C 1.90379 -2.79887 4.80536
C 2.15697 -1.84770 5.74213
S 1.71478 -0.28745 5.19191
C 1.61903 1.14802 2.37635
C 1.49640 2.50377 2.49751
C 2.72091 3.20695 2.27169
C 3.75550 2.36837 2.00705
S 3.25868 0.73283 2.03721
C -0.73905 0.58011 3.06789
C -1.48460 1.58150 2.52170
C -2.73930 1.77196 3.17009
C -2.93366 0.88398 4.18050
S -1.60429 -0.16994 4.34608
H 1.07313 -2.81891 2.74449
H 2.11448 -3.85217 4.93986
H 2.58055 -1.97409 6.72814
H 0.57467 2.99113 2.77735
H 2.81691 4.28476 2.31919
H 4.78730 2.61982 1.80442
H -1.14579 2.18133 1.68545
H -3.45820 2.53219 2.89282
H -3.78512 0.79619 4.83987
C 0.78767 3.64528 -4.92851
C -0.69907 3.76073 -4.61450
C -1.11997 3.03736 -3.36999
N -0.40081 2.25905 -2.65926
N -1.05242 1.73470 -1.54800
C -2.30645 2.18040 -1.45201
N -3.16346 1.95242 -0.45531
S -2.73587 3.24106 -2.74505
H 1.04502 4.32496 -5.74110
H 1.05667 2.63498 -5.23521
H 1.39178 3.90351 -4.05930
H -1.29557 3.38397 -5.44883
H -0.97447 4.81159 -4.49735
H -2.97883 1.10327 0.09008
H -4.13465 2.16468 -0.61149
*
```

Its HOMO energy (alpha / beta) is -7.241 / -8.254 eV. As for the total energy: -151599.818 eV. The strongest force on any atom comes out at 1.0 eV/Å.

---

Below is an isolated molecule of C5H11NO4 in a non-equilibrium geometry, with properties calculated with the ωB97M-V functional and the def2-TZVPD basis.

Geometry as ORCA input:
```
! wB97M-V def2-TZVPD RIJCOSX def2/J DEFGRID3
* xyz 0 1
C -1.83143 -1.61769 0.34380
N -1.13148 -0.38119 0.04994
C 0.41995 -0.57999 -0.43119
C 0.58417 -0.23967 -1.89525
C 1.07677 0.37437 0.53618
O 2.08831 1.19408 0.00768
O 1.47922 -0.26870 1.69534
C -0.18044 1.33579 0.92875
O -0.34957 1.55558 2.11237
O -0.47411 2.20639 -0.05511
H -1.21586 -2.22876 1.00307
H -2.03903 -2.18766 -0.57016
H -2.76708 -1.40006 0.85717
H -1.68807 0.20287 -0.56704
H 0.66715 -1.60903 -0.17174
H 0.25550 0.78260 -2.07186
H -0.01892 -0.91578 -2.49825
H 1.63602 -0.29877 -2.17328
H 2.91957 0.71943 0.13481
H 1.13910 0.26150 2.44100
H -0.56979 3.09470 0.32379
*
```

The SMILES is CN[C@@H](C)C(O)(O)C(=O)O. Its HOMO energy is -9.267 eV. As for the total energy: -15042.729 eV. The strongest force on any atom comes out at 3.6 eV/Å.

---

Below is a cluster of 2 separate species, CH7OS2 in total, with properties calculated with the ωB97M-V functional and the def2-TZVPD basis.

Geometry as ORCA input:
```
! wB97M-V def2-TZVPD RIJCOSX def2/J DEFGRID3
* xyz 1 1
O -2.60136 -0.97969 -0.18590
H 1.26483 1.91144 -0.82169
H -3.53554 -0.78453 -0.29387
H -2.47630 -1.80136 -0.67037
C 1.53623 -0.37855 -0.17854
S 1.74294 1.33506 0.28861
S 0.25704 1.79548 1.63335
H 1.03470 -0.94180 0.61512
H 2.52874 -0.80297 -0.28989
H 0.95920 -0.49270 -1.09196
H -0.71047 1.13961 0.99515
*
```

Its HOMO energy is -14.970 eV. As for the total energy: -24860.595 eV. The strongest force on any atom comes out at 1.0 eV/Å.

---

Below is a cluster of 2 separate species, C3H3ClS in total in a non-equilibrium geometry, with properties calculated with the ωB97M-V functional and the def2-TZVPD basis.

Geometry as ORCA input:
```
! wB97M-V def2-TZVPD RIJCOSX def2/J DEFGRID3
* xyz 0 1
C 0.84602 0.45914 -0.91550
C 2.94268 -0.24498 -1.05142
C -1.67275 -0.01401 0.32198
S 0.10441 -0.57062 0.07357
Cl 3.84588 0.01437 0.22388
H -1.63640 1.04608 0.57611
H -2.05520 -0.57422 1.29097
H -2.37465 -0.11576 -0.51959
*
```

Its HOMO energy (alpha / beta) is -7.642 / -7.642 eV. As for the total energy: -26509.025 eV. The strongest force on any atom comes out at 4.5 eV/Å.

---

Below is an isolated molecule of C28H21ClF3N3O3 in a non-equilibrium geometry, with properties calculated with the ωB97M-V functional and the def2-TZVPD basis.

Geometry as ORCA input:
```
! wB97M-V def2-TZVPD RIJCOSX def2/J DEFGRID3
* xyz 0 1
C 4.22345 -0.82146 -4.63001
C 4.28767 -0.79570 -3.13763
C 5.11442 0.12168 -2.49343
C 5.14294 0.19951 -1.11917
C 4.35185 -0.65170 -0.34671
C 4.49267 -0.58031 1.12072
O 5.52584 -0.25360 1.67306
N 3.41555 -0.93907 1.90554
C 2.06553 -1.07502 1.61343
C 1.28627 -1.84802 2.39866
C -0.14230 -1.94028 2.34253
C -0.97465 -2.92355 2.84089
C -2.28201 -2.52964 2.52846
C -2.17922 -1.31596 1.87755
C -3.21565 -0.45499 1.35203
C -4.48833 -0.98997 1.12564
C -5.51382 -0.20585 0.63266
C -6.86747 -0.80572 0.37673
F -7.05849 -1.08787 -0.92674
F -7.07140 -1.95167 1.04139
F -7.86777 0.02022 0.72592
C -5.30334 1.13599 0.33233
C -4.05410 1.68193 0.55036
C -3.02448 0.90343 1.05739
Cl -1.51552 1.67252 1.34577
O -0.87951 -0.96886 1.77893
C 1.49358 -0.29107 0.46037
O 0.75455 -0.77475 -0.36811
N 1.84767 1.01360 0.47359
C 1.33036 1.94783 -0.50418
C 2.35398 2.33784 -1.53555
C 3.41078 3.18445 -1.22179
C 4.30829 3.53982 -2.21385
C 4.10823 3.03497 -3.48948
N 3.11509 2.21894 -3.79787
C 2.26974 1.87437 -2.84391
C 3.56924 -1.61133 -0.98253
C 3.53091 -1.66546 -2.36287
H 3.64264 -1.66851 -4.98460
H 3.75651 0.09941 -4.98064
H 5.22373 -0.87251 -5.05644
H 5.73551 0.77955 -3.08324
H 5.77943 0.91232 -0.61606
H 3.67699 -1.12067 2.86891
H 1.74916 -2.45320 3.16741
H -0.67162 -3.81593 3.34903
H -3.18131 -3.05664 2.77228
H -4.66477 -2.03274 1.33330
H -6.10711 1.73961 -0.05804
H -3.86982 2.72205 0.33380
H 2.50804 1.35348 1.15427
H 0.48909 1.44639 -0.98849
H 0.97016 2.84033 0.01915
H 3.52246 3.56992 -0.21737
H 5.13763 4.19732 -2.00423
H 4.77035 3.29445 -4.30533
H 1.47705 1.19875 -3.13723
H 3.00792 -2.33231 -0.40764
H 2.90505 -2.40247 -2.84345
*
```

The SMILES is Cc1ccc(C(=O)N/C(=C/c2ccc(-c3cc(C(F)(F)F)ccc3Cl)o2)C(=O)NCc2cccnc2)cc1. Its HOMO energy is -7.700 eV. As for the total energy: -60665.719 eV. The strongest force on any atom comes out at 1.3 eV/Å.

---

Below is a structure of composition C4H9NO in a non-equilibrium geometry, with properties calculated with the ωB97M-V functional and the def2-TZVPD basis.

Geometry as ORCA input:
```
! wB97M-V def2-TZVPD RIJCOSX def2/J DEFGRID3
* xyz 0 1
C 1.40792 0.22801 -0.41705
N 0.07695 0.41321 -0.89253
C -0.49404 1.68048 -0.60873
C -0.74845 -0.71139 -0.60543
C -0.67968 -1.17566 0.74202
O 0.10301 -0.67199 1.73544
H 2.15252 0.98719 -1.00381
H 1.59103 0.47349 0.65096
H 1.67428 -0.81961 -0.71198
H -1.13530 1.73499 0.45139
H -1.26171 1.78110 -1.37120
H 0.16721 2.52048 -0.80795
H -0.48384 -1.42602 -1.34224
H 0.60994 -1.21197 0.73710
H -1.59140 -1.68473 1.09708
*
```

Its HOMO energy is -8.372 eV. As for the total energy: -7825.145 eV. The strongest force on any atom comes out at 4.3 eV/Å.